This record from the Open Molecules 2025 dataset describes a 2-piece molecular cluster, C17H30BBrN4O overall in a non-equilibrium geometry. The level of theory is wB97M-V/def2-TZVPD.

Last column: Löwdin charge in e.
Positions of all 54 atoms, in Å:
C: 3.4892 -2.8357 1.5741  -0.092
C: 2.6071 -3.4623 0.4715  -0.250
C: 1.9322 -2.4252 -0.4337  -0.229
C: 2.8756 -1.6688 -1.3803  -0.198
C: 3.2899 -0.2560 -0.9489  -0.203
C: 2.0975 0.7067 -0.7200  -0.205
C: 1.8233 0.9826 0.7692  -0.203
C: 0.7590 2.0682 1.0268  -0.197
C: -0.6445 1.5789 1.4157  -0.200
C: -1.5667 1.2092 0.2439  -0.163
C: -1.3208 -0.1808 -0.3725  -0.142
C: -2.4416 -1.2061 -0.0565  -0.349
C: -2.0760 -2.4553 -0.7617  -0.213
N: -1.7605 -3.4302 -1.2818  0.203
B: -3.8371 -0.7661 -0.7454  -0.596
N: -5.0923 -0.7868 -0.0862  0.231
O: -3.7846 -0.3488 -2.0761  0.133
C: -2.5643 -1.6083 1.4357  -0.591
Br: -0.8558 -2.1440 2.2464  0.817
C: -3.1581 -0.5767 2.2870  -0.297
N: -3.7994 0.1811 2.8639  0.204
H: 3.8672 -1.8609 1.2762  0.051
H: 4.3304 -3.4931 1.8006  0.066
H: 2.9379 -2.7332 2.5106  0.065
H: 1.8012 -3.9989 0.9802  0.089
H: 3.1912 -4.1761 -0.1101  0.101
H: 1.1369 -2.9191 -0.9962  0.095
H: 1.4185 -1.7209 0.2246  0.048
H: 2.3594 -1.5469 -2.3385  0.106
H: 3.7655 -2.2613 -1.6139  0.109
H: 3.9014 -0.2369 -0.0451  0.089
H: 3.8868 0.1610 -1.7642  0.103
H: 1.2120 0.3508 -1.2501  0.098
H: 2.3499 1.6768 -1.1530  0.097
H: 2.7778 1.3422 1.1677  0.108
H: 1.6053 0.0655 1.3256  0.089
H: 0.7284 2.7491 0.1701  0.058
H: 1.1161 2.6654 1.8727  0.104
H: -0.5702 0.7665 2.1422  0.072
H: -1.1294 2.4009 1.9529  0.108
H: -1.4223 1.9580 -0.5359  0.096
H: -2.6027 1.3113 0.5784  0.101
H: -1.3137 -0.0679 -1.4578  0.124
H: -0.3611 -0.6180 -0.1070  0.066
H: -5.8818 -0.9295 -0.7045  0.097
H: -5.1863 -1.4340 0.6873  0.082
H: -3.9005 -1.0845 -2.6864  0.113
H: -3.1691 -2.5105 1.4972  0.104
C: -0.6326 6.0425 -1.3990  -0.062
C: -0.1429 4.6962 -1.6504  -0.249
N: 0.2420 3.6333 -1.8488  0.157
H: -1.7159 6.0438 -1.2900  0.085
H: -0.1988 6.4460 -0.4853  0.084
H: -0.3727 6.7069 -2.2213  0.084

Atoms 1-2, force components in eV/Å:
-0.04 -0.44 -0.17
-0.24 0.46 0.49

Properties
Frontier orbital gap (eV): 10.5
HOMO energy (eV): -10.30
Molar mass (u): 397.17
Structure (SMILES): CCCCCCCCCCC[C@](C#N)(B(N)O)[C@@H](Br)C#N.CC#N
E (eV): -96843.8921
Max |F| (eV/A): 1.4